Density functional theory data (wB97M-V/def2-TZVPD) for a molecular structure, C20H15ClIrN2O7S in a non-equilibrium geometry.

```
! wB97M-V def2-TZVPD RIJCOSX def2/J DEFGRID3
* xyz -1 1
C 2.389 0.274 1.552
H -3.977 0.821 4.956
Ir 0.397 -0.139 -0.126
O -1.455 -0.793 0.196
H 3.476 0.314 3.401
C -3.782 1.396 -0.862
O -1.783 2.002 0.250
O -3.595 -1.056 0.676
C -4.980 3.274 2.855
S 0.818 0.803 2.007
H -2.913 0.018 2.890
C -3.497 0.929 2.871
C -3.660 1.626 1.679
H -2.121 2.103 -2.016
H -4.509 3.366 0.764
H -5.317 2.900 4.944
C 3.519 0.089 2.345
C 4.653 -0.405 1.734
H -6.932 0.981 -2.036
C 3.497 -0.457 -0.352
O 1.098 -2.341 0.893
C -2.947 1.209 0.397
N 1.096 2.117 -2.084
H -3.449 2.413 -4.074
C 4.647 -0.688 0.367
C -5.878 1.234 -2.036
C -4.844 2.552 4.033
C -5.281 1.735 -3.187
Cl 1.330 -3.019 -0.383
H -5.590 0.647 0.008
C -2.649 -0.330 0.440
C -4.097 1.383 4.038
N 2.404 0.030 0.244
C 0.807 1.252 -1.370
C -4.395 2.810 1.686
C -3.929 2.038 -3.179
H 5.548 -0.576 2.319
O 0.939 -2.042 -1.444
O 2.722 -3.324 -0.533
H 3.424 -0.638 -1.414
C -5.132 1.059 -0.882
H 5.517 -1.089 -0.130
C -3.178 1.866 -2.022
H -5.537 4.203 2.847
O 0.533 -4.191 -0.494
H -1.433 2.213 1.121
H -5.867 1.876 -4.087
*
```

Calculated values
- HOMO-LUMO gap (eV) = 7.9
- energy relative to the best compared isomer or geometry (same formula, charge and spin) (kcal/mol) = 43.6
- lowest unoccupied orbital energy (Ha) = 0.0804

These are the Mulliken partial charges, in e, on atoms 1 to 6: number 1, C, carries 0.700; number 2, H, carries 0.387; number 3, Ir, carries 1.617; number 4, O, carries -0.593; number 5, H, carries 0.403; number 6, C, carries -1.006

=====

Density functional theory data (wB97M-V/def2-TZVPD) for 2 unconnected molecules or ions with the total composition C20H15FN3O6S2 in a non-equilibrium geometry.

```
! wB97M-V def2-TZVPD RIJCOSX def2/J DEFGRID3
* xyz -1 1
H -1.924 -2.854 2.250
C -2.338 -1.838 2.317
H -1.743 1.453 -0.383
C 4.356 -0.415 -1.913
C 3.531 0.209 0.270
O 4.122 2.496 -2.588
C -1.434 -0.776 2.367
C -1.156 0.429 -3.572
H -4.061 -1.215 -2.815
N -6.799 -0.033 2.662
C -0.974 1.114 -2.366
C 3.640 0.481 -1.102
H -0.425 0.553 -4.362
N 1.716 1.939 -2.657
H -2.455 -0.888 -4.701
C -2.980 0.077 -1.471
C -1.936 0.531 2.475
N 0.964 -0.466 3.313
O 2.790 2.752 -0.449
C -2.281 -0.387 -3.743
H 2.874 0.811 0.887
C -1.880 0.922 -1.318
O -0.150 3.453 -3.091
C 0.015 -1.160 2.281
C 5.137 -1.421 -1.330
S 3.050 2.096 -1.710
C -5.633 -0.153 2.656
H -3.709 1.754 2.653
O 0.178 2.605 -0.719
C -4.213 -0.331 2.519
O 0.796 0.741 3.516
C -3.318 0.736 2.555
H -1.249 1.382 2.545
H 4.322 -0.296 -2.991
S 0.255 2.437 -2.164
H 0.183 -2.223 2.494
H -3.661 -0.069 -0.633
C 5.150 -1.570 0.062
H 5.753 -2.347 0.524
H -4.389 -2.472 2.396
H 5.729 -2.087 -1.965
F 0.567 -0.901 1.051
O 1.885 -1.183 3.746
H 4.269 -0.919 1.942
C -3.700 -1.622 2.400
C -3.193 -0.562 -2.699
C 4.319 -0.782 0.862
*
```

Calculated values
- HOMO-LUMO gap (eV) = 6.7
- lowest unoccupied orbital energy (Ha) = 0.0404

These are the Mulliken partial charges, in e, on atoms 1 to 6: number 1, H, carries 0.308; number 2, C, carries -0.664; number 3, H, carries 0.466; number 4, C, carries -0.368; number 5, C, carries -0.147; number 6, O, carries -0.693

=====

Density functional theory data (wB97M-V/def2-TZVPD) for a single C20H15N3O4 molecule in a non-equilibrium geometry.

```
! wB97M-V def2-TZVPD RIJCOSX def2/J DEFGRID3
* xyz 0 1
H -3.663 -2.151 -3.179
C 1.615 3.516 2.068
H 0.965 0.017 -0.141
C -1.640 1.755 -1.653
C -1.127 -0.593 -1.663
C -2.862 0.885 -2.077
C -0.234 -2.647 -0.490
C -0.669 0.730 -1.136
C -0.579 -2.281 0.856
C 0.967 -4.607 0.242
C 1.475 4.751 1.427
C 0.628 -4.321 1.581
H -3.514 0.845 -1.200
C 0.978 3.428 -0.494
C 0.550 -3.782 -0.725
N 1.610 5.840 -0.766
H 1.606 -5.450 -0.072
O 1.834 5.663 -1.961
N -0.906 -1.979 -1.536
C -2.307 -0.486 -2.221
H -1.889 2.432 -0.771
H -3.377 1.463 -2.902
C 0.409 0.894 -0.368
H -1.314 -1.495 1.111
N -1.845 -2.663 -2.301
H -0.383 -2.931 2.903
H 1.897 -4.870 4.523
C 1.355 2.315 1.430
C 1.289 -5.046 2.686
C -2.766 -1.828 -2.736
H 0.926 -3.933 -1.729
H 1.252 1.463 2.098
C -0.165 -3.141 1.867
H 1.862 3.471 3.128
H 1.676 5.710 1.861
H 0.573 3.467 -1.479
H -1.393 2.302 -2.566
C 1.313 4.641 0.040
O 1.890 -6.084 2.468
O 1.290 -4.454 3.900
C 0.912 2.202 0.241
O 1.760 6.952 -0.263
*
```

Calculated values
- SMILES string = O=C(O)c1ccc(-n2ncc3c2/C(=C/c2cccc([N+](=O)[O-])c2)CC3)cc1
- HOMO-LUMO gap (eV) = 8.1
- energy relative to the best compared isomer or geometry (same formula, charge and spin) (kcal/mol) = 139.3
- lowest unoccupied orbital energy (Ha) = -0.0213

These are the Mulliken partial charges, in e, on atoms 1 to 6: number 1, H, carries 0.484; number 2, C, carries -0.582; number 3, H, carries 0.651; number 4, C, carries -0.667; number 5, C, carries -0.719; number 6, C, carries -0.708